# 1
{
  "formula": "C27H29F6GeN2O6OsP",
  "method": "ωB97M-V with the def2-TZVPD basis set",
  "elements": ["Os", "C", "C", "N", "O", "C", "C", "N", "O", "H", "H", "H", "H", "H", "H", "H", "F", "P", "F", "F", "F", "F", "F", "O", "C", "O", "C", "C", "Ge", "C", "C", "C", "C", "C", "C", "C", "C", "C", "C", "C", "C", "C", "C", "C", "C", "C", "C", "H", "H", "H", "H", "H", "H", "H", "H", "H", "H", "H", "H", "H", "H", "H", "H", "H", "H", "H", "C", "O", "C", "O", "H", "H", "H"],
  "positions_angstrom": [[2.26201, -2.87191, -0.43889], [5.36533, -4.25686, 2.22058], [4.19639, -3.59663, 1.57947], [3.91647, -3.75363, 0.26172], [4.49449, -4.82595, -0.34171], [3.32824, -2.71626, 2.22522], [3.50353, -2.15407, 3.58386], [2.21177, -2.37590, 1.46085], [1.44025, -1.39451, 1.75010], [5.60109, -5.18557, 1.70988], [5.17672, -4.44768, 3.27444], [6.23807, -3.60229, 2.14571], [4.67244, -4.58774, -1.27138], [4.49096, -1.70624, 3.69873], [3.40593, -2.93836, 4.33854], [2.73690, -1.40148, 3.75150], [4.01662, -2.13690, -2.06744], [3.49624, -2.87654, -3.46218], [4.36783, -1.93190, -4.34868], [4.64406, -3.96553, -3.24371], [2.24133, -1.84178, -3.42776], [2.52841, -3.86316, -2.37815], [2.85945, -3.66307, -4.65883], [0.10296, -0.43592, -2.11202], [1.11582, 0.13032, -1.39800], [2.00612, -0.51127, -0.88926], [1.07745, 1.62475, -1.37565], [-0.28195, 2.35209, -1.40978], [-1.62651, 2.08252, 0.06398], [-0.94884, 2.63353, 1.82333], [-1.75990, 2.46978, 2.94583], [-1.36922, 2.97030, 4.17755], [-0.15004, 3.62207, 4.30705], [0.67082, 3.78042, 3.20090], [0.27287, 3.28728, 1.96662], [-3.18308, 3.22200, -0.40890], [-4.30591, 3.20043, 0.41363], [-5.33892, 4.10342, 0.21067], [-5.27018, 5.01405, -0.83424], [-4.16980, 5.01953, -1.67649], [-3.13102, 4.12035, -1.46944], [-2.46647, 0.28914, 0.20773], [-3.33104, -0.14094, -0.79652], [-3.91025, -1.40112, -0.71923], [-3.63412, -2.22654, 0.36281], [-2.78457, -1.79340, 1.36734], [-2.20596, -0.53007, 1.29687], [1.65613, 1.93104, -2.25505], [1.66031, 1.90687, -0.49916], [-0.78635, 2.12106, -2.34857], [-0.05415, 3.41833, -1.41017], [-2.70791, 1.95178, 2.85826], [-2.01603, 2.85754, 5.03778], [0.16208, 4.00279, 5.27036], [1.61927, 4.29303, 3.29614], [0.91668, 3.42738, 1.10522], [-4.37941, 2.47796, 1.21847], [-6.19915, 4.09103, 0.86732], [-6.08239, 5.70862, -1.00265], [-4.11313, 5.72233, -2.49773], [-2.27645, 4.13374, -2.13608], [-3.56042, 0.51300, -1.63154], [-4.58789, -1.72858, -1.49762], [-4.09567, -3.20340, 0.42743], [-2.57039, -2.43064, 2.21743], [-1.53720, -0.20312, 2.07891], [-0.75454, -1.44495, -4.35392], [-0.62795, -2.25855, -3.16485], [-0.07728, -1.78467, -2.10388], [0.19798, -2.48331, -1.14245], [0.18055, -0.93110, -4.55962], [-1.56832, -0.73175, -4.23778], [-0.97113, -2.14519, -5.15290]],
  "multiplicity": 6,
  "largest_force_ev_per_a": 1.52,
  "homo_energy_ha": [-0.397, -0.406],
  "lumo_ha": [-0.1106, -0.2237],
  "total_energy_ha": -4715.132234,
  "e_above_lowest_kcal_mol": 0.0,
  "total_charge": 1
}


# 2
{
  "formula": "C3H8NOP",
  "method": "ωB97M-V with the def2-TZVPD basis set",
  "elements": ["C", "C", "C", "N", "O", "P", "H", "H", "H", "H", "H", "H", "H", "H"],
  "positions_angstrom": [[-2.44047, -0.19605, 1.20873], [1.50512, 1.04281, 0.23455], [1.51804, -0.07271, -0.78111], [-1.31158, -0.59719, 0.68391], [0.53640, -1.03880, -0.87104], [-1.06965, -0.81525, -1.01939], [-2.55319, -0.32416, 2.18315], [-3.17404, 0.40389, 0.72428], [2.42631, 1.68094, 0.08820], [0.60466, 1.70704, -0.04155], [1.51334, 0.82489, 1.27326], [2.32948, -0.80479, -0.80164], [1.46349, 0.40716, -1.82717], [-1.34791, -2.21779, -1.05417]],
  "largest_force_ev_per_a": 6.01,
  "homo_energy_ha": -0.308,
  "lumo_ha": 0.0229,
  "smiles": "C=NPOCC",
  "total_energy_ha": -590.380195,
  "e_above_lowest_kcal_mol": 45.9
}


# 3
{
  "formula": "C3H8N4S",
  "method": "ωB97M-V with the def2-TZVPD basis set",
  "elements": ["C", "C", "C", "H", "H", "H", "H", "H", "H", "H", "H", "N", "N", "N", "N", "S"],
  "positions_angstrom": [[1.31894, -0.89338, -0.75354], [-0.50598, 0.64339, -0.00069], [-2.62358, -0.33453, -0.21324], [0.94738, -1.64660, -1.78485], [2.18185, -1.71001, -0.14958], [2.15110, 0.06628, -1.08700], [-0.70890, -1.39602, 0.44574], [0.01609, 2.59240, 0.39315], [1.10421, 0.26046, 1.69259], [2.37128, 1.59536, 0.71810], [-2.06191, -1.15850, -0.79395], [0.11354, -0.68139, 0.11415], [0.42386, 1.63128, 0.12518], [1.30942, 1.10090, 1.23696], [-1.81857, 0.79762, 0.09745], [-4.21873, -0.86725, -0.04047]],
  "largest_force_ev_per_a": 10.65,
  "homo_energy_ha": -0.302,
  "lumo_ha": -0.0157,
  "total_energy_ha": -736.055300,
  "e_above_lowest_kcal_mol": 164.9
}


# 4
{
  "formula": "C2H3N3O2",
  "method": "ωB97M-V with the def2-TZVPD basis set",
  "elements": ["C", "C", "N", "O", "O", "N", "N", "H", "H", "H"],
  "positions_angstrom": [[-0.86317, 0.06273, -0.39050], [0.06012, -0.54788, 0.61867], [1.31746, -0.03587, 1.08168], [-1.12918, -0.00963, 1.08809], [-0.63476, 1.30420, -0.98826], [-0.76129, -1.16383, -1.10388], [0.02390, -1.70356, -0.27231], [-1.41589, 1.54936, -1.51099], [1.33207, 0.97325, 0.95249], [2.07073, -0.42879, 0.52500]],
  "largest_force_ev_per_a": 5.41,
  "homo_energy_ha": -0.326,
  "lumo_ha": -0.0237,
  "total_energy_ha": -392.574287,
  "e_above_lowest_kcal_mol": 137.6
}


# 5
{
  "formula": "H22O11",
  "method": "ωB97M-V with the def2-TZVPD basis set",
  "elements": ["O", "H", "H", "O", "H", "H", "O", "H", "H", "O", "H", "H", "O", "H", "H", "O", "H", "H", "O", "H", "H", "O", "H", "H", "O", "H", "H", "O", "H", "H", "O", "H", "H"],
  "positions_angstrom": [[-51.55955, -19.15494, -19.76544], [-50.67492, -19.18630, -20.26464], [-52.00667, -18.28187, -19.93567], [-55.78516, -21.73164, -21.73415], [-55.12918, -21.09500, -21.34363], [-55.98427, -22.38985, -21.07577], [-54.38236, -23.44606, -18.38763], [-53.92214, -24.14622, -18.00345], [-55.20359, -23.83149, -18.85380], [-54.79000, -21.01713, -18.09125], [-55.25662, -20.77516, -18.84400], [-54.84077, -22.03968, -18.10062], [-50.77657, -21.51977, -16.52760], [-51.66157, -21.34168, -16.79354], [-50.76066, -22.35145, -16.26196], [-52.81420, -19.79708, -17.11449], [-52.37457, -19.43593, -17.81981], [-53.42723, -20.45322, -17.47166], [-49.70713, -21.76040, -19.17500], [-49.62719, -21.31038, -18.33939], [-50.64403, -21.64859, -19.50011], [-53.76796, -20.30631, -21.48528], [-53.54392, -19.91343, -22.34571], [-53.96710, -19.46863, -21.04800], [-52.18940, -22.99823, -22.36761], [-51.70573, -22.10195, -22.70254], [-52.44870, -22.59176, -21.51253], [-51.68700, -25.49984, -17.93195], [-51.47517, -25.06391, -16.96373], [-51.39778, -24.86563, -18.53051], [-52.26096, -22.02885, -19.69700], [-52.44689, -21.25202, -20.14145], [-52.96976, -22.44601, -19.04116]],
  "largest_force_ev_per_a": 6.22,
  "homo_energy_ha": -0.370,
  "lumo_ha": -0.0211,
  "smiles": "O.O.O.O.O.O.O.O.O.O.O",
  "total_energy_ha": -840.732745,
  "e_above_lowest_kcal_mol": 92.5
}


# 6
{
  "formula": "C3H3AlO3",
  "method": "ωB97M-V with the def2-TZVPD basis set",
  "elements": ["H", "O", "C", "C", "O", "C", "O", "Al", "H", "H"],
  "positions_angstrom": [[0.68878, -2.42906, 1.78280], [-1.79833, -1.16501, 0.16627], [-1.71189, -0.05882, -0.49818], [-0.50016, 0.51718, -0.77655], [0.69539, -0.19565, -0.22947], [0.78279, 1.19726, -0.28041], [2.03809, 1.55402, -0.49649], [-0.08337, -1.46797, 0.85440], [-2.62781, 0.42459, -0.86184], [2.51652, 1.62344, 0.33946]],
  "multiplicity": 2,
  "largest_force_ev_per_a": 4.56,
  "homo_energy_ha": [-0.491, -0.528],
  "lumo_ha": [-0.1809, -0.2004],
  "total_energy_ha": -583.843738,
  "e_above_lowest_kcal_mol": 76.9,
  "total_charge": 1
}